Record 1
{"formula": "C22H23N3O3", "method": "ωB97M-V/def2-TZVPD", "smiles": "Cc1ccccc1N1CCN(C(=O)CCN2C(=O)c3ccccc3C2=O)CC1", "de_lowest_ev": 1.4085, "total_energy_ev": -33801.7422, "species": ["C", "C", "C", "C", "C", "C", "C", "N", "C", "C", "N", "C", "O", "C", "C", "N", "C", "O", "C", "C", "C", "C", "C", "C", "C", "O", "C", "C", "H", "H", "H", "H", "H", "H", "H", "H", "H", "H", "H", "H", "H", "H", "H", "H", "H", "H", "H", "H", "H", "H", "H"], "positions_angstrom": [[-3.62, -2.80, -0.06], [-4.47, -1.56, -0.09], [-5.83, -1.68, -0.30], [-6.68, -0.59, -0.24], [-6.16, 0.65, 0.06], [-4.80, 0.80, 0.26], [-3.92, -0.29, 0.16], [-2.55, -0.16, 0.38], [-1.64, -0.50, -0.70], [-1.28, 0.74, -1.54], [-0.70, 1.75, -0.68], [0.64, 1.90, -0.66], [1.35, 1.39, -1.52], [1.23, 2.75, 0.46], [2.73, 2.53, 0.56], [3.09, 1.12, 0.54], [2.31, 0.08, 1.00], [1.30, 0.17, 1.65], [3.00, -1.16, 0.57], [2.68, -2.48, 0.76], [3.53, -3.44, 0.21], [4.66, -3.08, -0.50], [4.99, -1.74, -0.69], [4.14, -0.79, -0.15], [4.20, 0.69, -0.19], [5.01, 1.42, -0.70], [-1.64, 2.16, 0.34], [-2.03, 0.92, 1.18], [-2.74, -2.65, 0.56], [-4.20, -3.63, 0.35], [-3.31, -3.09, -1.06], [-6.24, -2.66, -0.49], [-7.74, -0.71, -0.41], [-6.80, 1.51, 0.14], [-4.41, 1.78, 0.49], [-2.08, -1.25, -1.34], [-0.71, -0.89, -0.26], [-0.55, 0.48, -2.31], [-2.18, 1.14, -2.02], [0.76, 2.48, 1.41], [1.03, 3.81, 0.26], [3.11, 2.98, 1.49], [3.25, 2.98, -0.29], [1.80, -2.76, 1.31], [3.30, -4.49, 0.34], [5.30, -3.84, -0.91], [5.86, -1.44, -1.25], [-1.22, 2.94, 0.98], [-2.52, 2.57, -0.17], [-2.76, 1.19, 1.95], [-1.12, 0.55, 1.67]], "mulliken_charge": [-1.712, 0.704, -0.574, -0.643, -0.891, -0.394, 0.927, 0.083, -0.587, -1.216, 0.108, 0.693, -0.680, -0.625, -1.003, 0.304, 0.201, -0.627, 0.448, -0.387, -0.582, -0.456, -0.483, -0.039, 0.401, -0.659, -0.786, -1.020, 0.372, 0.491, 0.296, 0.423, 0.382, 0.392, 0.284, 0.528, 0.227, 0.489, 0.375, 0.436, 0.488, 0.277, 0.489, 0.519, 0.395, 0.394, 0.498, 0.348, 0.437, 0.629, 0.327]}

Record 2
{"formula": "C22H23N3O3", "method": "ωB97M-V/def2-TZVPD", "smiles": "O=C(CCn1nc(-c2ccccc2)c2ccccc2c1=O)NC[C@@H]1CCCO1", "de_lowest_ev": 2.0804, "total_energy_ev": -33801.0703, "species": ["O", "C", "C", "C", "N", "N", "C", "C", "C", "C", "C", "C", "C", "C", "C", "C", "C", "C", "C", "C", "O", "N", "C", "C", "C", "C", "C", "O", "H", "H", "H", "H", "H", "H", "H", "H", "H", "H", "H", "H", "H", "H", "H", "H", "H", "H", "H", "H", "H", "H", "H"], "positions_angstrom": [[2.00, 3.34, -0.92], [1.79, 2.80, 0.15], [0.62, 3.25, 1.02], [0.15, 2.34, 2.15], [-0.38, 1.08, 1.65], [-1.53, 1.20, 0.98], [-2.12, 0.16, 0.47], [-3.34, 0.43, -0.31], [-4.31, 1.28, 0.21], [-5.46, 1.55, -0.52], [-5.63, 0.99, -1.77], [-4.66, 0.16, -2.30], [-3.51, -0.12, -1.57], [-1.60, -1.17, 0.67], [-2.27, -2.34, 0.27], [-1.70, -3.57, 0.51], [-0.47, -3.68, 1.16], [0.18, -2.55, 1.59], [-0.38, -1.29, 1.36], [0.30, -0.09, 1.84], [1.40, -0.10, 2.39], [2.60, 1.84, 0.64], [3.71, 1.34, -0.13], [3.27, 0.34, -1.23], [2.55, -0.89, -0.66], [3.26, -2.07, -1.32], [4.65, -1.47, -1.57], [4.41, -0.13, -1.94], [0.92, 4.21, 1.45], [-0.21, 3.44, 0.34], [0.95, 2.10, 2.85], [-0.66, 2.84, 2.68], [-4.16, 1.72, 1.18], [-6.21, 2.21, -0.11], [-6.53, 1.20, -2.34], [-4.78, -0.27, -3.28], [-2.74, -0.74, -2.00], [-3.23, -2.27, -0.21], [-2.22, -4.47, 0.20], [-0.04, -4.65, 1.34], [1.12, -2.60, 2.12], [2.33, 1.28, 1.45], [4.42, 0.85, 0.54], [4.20, 2.18, -0.62], [2.65, 0.89, -1.95], [1.48, -0.87, -0.88], [2.68, -0.93, 0.43], [3.29, -2.96, -0.69], [2.79, -2.32, -2.27], [5.19, -1.95, -2.39], [5.26, -1.52, -0.66]], "mulliken_charge": [-0.681, 0.489, -0.481, -1.075, 0.739, -0.916, 0.556, 0.065, -0.259, -0.700, -0.369, -0.763, -0.353, 0.863, -0.538, -0.721, -0.778, -0.377, -0.146, 0.398, -0.806, 0.037, -1.183, 0.247, 0.070, -0.547, -0.564, -0.505, 0.357, 0.314, 0.435, 0.432, 0.424, 0.383, 0.392, 0.388, 0.567, 0.587, 0.434, 0.431, 0.498, 0.286, 0.396, 0.281, 0.373, 0.024, 0.059, 0.326, 0.285, 0.372, 0.253]}

Record 3
{"formula": "C22H23N4OPdS3", "method": "ωB97M-V/def2-TZVPD", "spin_multiplicity": 5, "de_lowest_ev": 0.4764, "charge": 1, "total_energy_ev": -67170.5542, "species": ["Pd", "C", "S", "C", "S", "N", "N", "C", "C", "C", "C", "C", "C", "N", "H", "H", "H", "H", "H", "H", "H", "H", "N", "C", "C", "C", "C", "C", "C", "H", "H", "H", "H", "H", "C", "C", "C", "C", "C", "C", "C", "S", "C", "O", "H", "H", "H", "H", "H", "H", "H", "H", "H", "H"], "positions_angstrom": [[0.31, -0.41, 1.85], [0.43, -2.84, 6.63], [-0.97, -3.16, 5.51], [-0.64, -1.99, 4.25], [0.92, -2.01, 3.43], [-1.58, -1.17, 3.89], [-1.31, -0.34, 2.92], [-2.22, 0.61, 2.54], [-1.82, 1.51, 1.56], [-2.61, 2.60, 1.11], [-2.08, 3.49, 0.23], [-0.76, 3.32, -0.22], [-0.04, 2.23, 0.23], [-0.54, 1.34, 1.07], [0.37, -3.59, 7.41], [0.33, -1.85, 7.06], [1.37, -2.93, 6.09], [-3.18, 0.64, 3.05], [-3.61, 2.71, 1.50], [-2.66, 4.33, -0.12], [-0.30, 4.04, -0.89], [0.98, 2.06, -0.10], [1.97, -0.37, 0.89], [3.09, -0.32, 0.23], [4.01, 0.75, 0.47], [5.19, 0.83, -0.22], [5.52, -0.12, -1.19], [4.65, -1.19, -1.43], [3.47, -1.31, -0.75], [3.74, 1.48, 1.22], [5.87, 1.65, -0.01], [6.45, -0.04, -1.74], [4.92, -1.94, -2.16], [2.82, -2.15, -0.91], [-2.51, 2.36, -4.42], [-1.95, 1.27, -3.55], [-2.72, 0.72, -2.52], [-2.23, -0.30, -1.73], [-0.95, -0.78, -1.96], [-0.15, -0.22, -2.94], [-0.66, 0.80, -3.73], [-0.34, -2.14, -0.96], [-1.36, -3.45, -1.70], [-0.94, -1.97, 0.41], [-3.59, 2.37, -4.38], [-2.19, 2.22, -5.46], [-2.14, 3.33, -4.09], [-3.73, 1.09, -2.35], [-2.83, -0.73, -0.94], [0.86, -0.58, -3.09], [-0.04, 1.23, -4.51], [-2.40, -3.15, -1.65], [-1.19, -4.34, -1.11], [-1.04, -3.61, -2.73]], "mulliken_charge": [0.692, -0.845, 0.007, 0.452, -0.205, -1.240, 1.016, -0.701, 0.833, -1.006, -0.231, -0.831, -0.126, -0.052, 0.320, 0.312, 0.289, 0.419, 0.407, 0.476, 0.441, 0.350, -0.373, 0.224, -0.123, -0.601, -0.347, -0.639, -0.194, 0.475, 0.390, 0.409, 0.398, 0.505, -1.502, 0.828, -0.889, -0.475, 0.546, -0.567, -0.638, 0.472, -1.177, -0.515, 0.378, 0.408, 0.286, 0.377, 0.490, 0.456, 0.432, 0.380, 0.411, 0.399]}

Record 4
{"formula": "C22H23N5O", "method": "ωB97M-V/def2-TZVPD", "smiles": "CN(CCc1cn[nH]c1)Cc1nc(C(c2ccccc2)c2ccccc2)no1", "de_lowest_ev": 0.0000, "total_energy_ev": -32684.0313, "species": ["C", "N", "C", "C", "C", "C", "N", "N", "C", "C", "C", "N", "C", "C", "C", "C", "C", "C", "C", "C", "C", "C", "C", "C", "C", "C", "N", "O", "H", "H", "H", "H", "H", "H", "H", "H", "H", "H", "H", "H", "H", "H", "H", "H", "H", "H", "H", "H", "H", "H", "H"], "positions_angstrom": [[-1.22, -2.34, 2.08], [-1.91, -2.57, 0.83], [-2.59, -1.39, 0.32], [-3.84, -1.05, 1.13], [-4.60, 0.05, 0.46], [-5.87, -0.03, -0.14], [-6.23, 1.13, -0.66], [-5.22, 1.96, -0.42], [-4.21, 1.35, 0.25], [-1.06, -3.19, -0.17], [-0.08, -2.24, -0.78], [0.68, -1.37, -0.17], [1.27, -0.69, -1.20], [2.23, 0.43, -1.05], [1.61, 1.65, -0.41], [2.09, 2.91, -0.78], [1.57, 4.05, -0.20], [0.57, 3.96, 0.75], [0.09, 2.72, 1.12], [0.61, 1.57, 0.55], [3.43, -0.02, -0.23], [4.70, 0.00, -0.80], [5.80, -0.39, -0.07], [5.65, -0.81, 1.24], [4.39, -0.83, 1.82], [3.29, -0.43, 1.08], [0.90, -1.14, -2.37], [0.01, -2.14, -2.11], [-1.93, -1.99, 2.82], [-0.80, -3.28, 2.43], [-0.41, -1.61, 1.98], [-1.92, -0.51, 0.30], [-2.90, -1.60, -0.71], [-4.46, -1.94, 1.22], [-3.56, -0.72, 2.14], [-6.53, -0.87, -0.20], [-5.26, 2.91, -0.73], [-3.32, 1.88, 0.53], [-1.68, -3.59, -0.98], [-0.51, -4.01, 0.30], [2.56, 0.68, -2.06], [2.87, 2.98, -1.52], [1.95, 5.02, -0.50], [0.16, 4.85, 1.20], [-0.69, 2.64, 1.87], [0.23, 0.60, 0.84], [4.82, 0.31, -1.83], [6.78, -0.38, -0.52], [6.51, -1.11, 1.82], [4.27, -1.15, 2.84], [2.31, -0.45, 1.53]], "mulliken_charge": [-0.904, 0.075, -0.221, -0.473, 0.368, -0.830, -0.864, 0.307, -0.657, -1.113, 0.645, -0.116, -0.179, 0.574, -0.304, -0.281, -0.721, -0.517, -1.038, 0.491, 0.083, -0.334, -0.699, -0.389, -0.907, 0.248, -0.696, -0.157, 0.338, 0.380, 0.221, -0.150, 0.436, 0.359, 0.362, 0.483, 0.204, 0.676, 0.363, 0.423, 0.792, 0.415, 0.388, 0.391, 0.475, 0.244, 0.398, 0.380, 0.385, 0.401, 0.246]}

Which formula does entry 2 have?
C22H23N3O3

What did the second record say?
{"formula": "C22H23N3O3", "method": "ωB97M-V/def2-TZVPD", "smiles": "O=C(CCn1nc(-c2ccccc2)c2ccccc2c1=O)NC[C@@H]1CCCO1", "de_lowest_ev": 2.0804, "total_energy_ev": -33801.0703, "species": ["O", "C", "C", "C", "N", "N", "C", "C", "C", "C", "C", "C", "C", "C", "C", "C", "C", "C", "C", "C", "O", "N", "C", "C", "C", "C", "C", "O", "H", "H", "H", "H", "H", "H", "H", "H", "H", "H", "H", "H", "H", "H", "H", "H", "H", "H", "H", "H", "H", "H", "H"], "positions_angstrom": [[2.00, 3.34, -0.92], [1.79, 2.80, 0.15], [0.62, 3.25, 1.02], [0.15, 2.34, 2.15], [-0.38, 1.08, 1.65], [-1.53, 1.20, 0.98], [-2.12, 0.16, 0.47], [-3.34, 0.43, -0.31], [-4.31, 1.28, 0.21], [-5.46, 1.55, -0.52], [-5.63, 0.99, -1.77], [-4.66, 0.16, -2.30], [-3.51, -0.12, -1.57], [-1.60, -1.17, 0.67], [-2.27, -2.34, 0.27], [-1.70, -3.57, 0.51], [-0.47, -3.68, 1.16], [0.18, -2.55, 1.59], [-0.38, -1.29, 1.36], [0.30, -0.09, 1.84], [1.40, -0.10, 2.39], [2.60, 1.84, 0.64], [3.71, 1.34, -0.13], [3.27, 0.34, -1.23], [2.55, -0.89, -0.66], [3.26, -2.07, -1.32], [4.65, -1.47, -1.57], [4.41, -0.13, -1.94], [0.92, 4.21, 1.45], [-0.21, 3.44, 0.34], [0.95, 2.10, 2.85], [-0.66, 2.84, 2.68], [-4.16, 1.72, 1.18], [-6.21, 2.21, -0.11], [-6.53, 1.20, -2.34], [-4.78, -0.27, -3.28], [-2.74, -0.74, -2.00], [-3.23, -2.27, -0.21], [-2.22, -4.47, 0.20], [-0.04, -4.65, 1.34], [1.12, -2.60, 2.12], [2.33, 1.28, 1.45], [4.42, 0.85, 0.54], [4.20, 2.18, -0.62], [2.65, 0.89, -1.95], [1.48, -0.87, -0.88], [2.68, -0.93, 0.43], [3.29, -2.96, -0.69], [2.79, -2.32, -2.27], [5.19, -1.95, -2.39], [5.26, -1.52, -0.66]], "mulliken_charge": [-0.681, 0.489, -0.481, -1.075, 0.739, -0.916, 0.556, 0.065, -0.259, -0.700, -0.369, -0.763, -0.353, 0.863, -0.538, -0.721, -0.778, -0.377, -0.146, 0.398, -0.806, 0.037, -1.183, 0.247, 0.070, -0.547, -0.564, -0.505, 0.357, 0.314, 0.435, 0.432, 0.424, 0.383, 0.392, 0.388, 0.567, 0.587, 0.434, 0.431, 0.498, 0.286, 0.396, 0.281, 0.373, 0.024, 0.059, 0.326, 0.285, 0.372, 0.253]}